# 1
Formula: H22O11
Source: OMol25
Level of theory: wB97M-V/def2-TZVPD

Properties
- charge = 0
- HOMO-LUMO gap (eV) = 9.8
- HOMO (eV) = -10.520
- energy above the lowest of the compared OMol25 structures with the same formula, charge and spin (kcal per mole) = 37.8
- 2S+1 = 1
- DFT total energy (eV) = -22879.874
- E_LUMO (eV) = -0.8

XYZ file:
```
33
Properties=species:S:1:pos:R:3:mulliken_charge:R:1
O -12.2239 -17.8181 -13.8057 -0.629
H -11.7631 -17.9682 -12.9683 0.325
H -12.1941 -16.8646 -13.9368 0.305
O -9.9455 -14.9173 -9.9801 -0.691
H -9.9772 -14.5615 -9.0853 0.317
H -10.6975 -15.5570 -10.0301 0.418
O -11.9784 -16.7130 -9.9298 -0.661
H -11.8547 -17.6719 -9.9106 0.293
H -12.7807 -16.5794 -10.4508 0.301
O -9.8809 -18.7567 -8.4593 -0.611
H -10.7021 -18.3965 -8.1014 0.264
H -9.8733 -19.6774 -8.1699 0.272
O -11.0917 -21.8860 -10.6368 -0.586
H -10.7781 -22.7994 -10.6574 0.325
H -11.0630 -21.6323 -9.7086 0.265
O -10.2555 -18.5788 -11.4683 -0.471
H -9.7211 -17.8803 -11.0678 0.255
H -9.9908 -19.3819 -11.0033 0.196
O -9.7632 -22.2147 -13.2308 -0.638
H -10.6874 -21.9512 -13.2954 0.330
H -9.4139 -21.6889 -12.5002 0.337
O -7.0715 -18.7316 -8.5900 -0.678
H -7.9982 -18.6545 -8.8782 0.373
H -7.0615 -19.4955 -8.0062 0.294
O -7.2137 -16.1610 -9.7778 -0.592
H -6.9418 -16.9146 -9.2250 0.394
H -8.1281 -15.9689 -9.5211 0.261
O -6.5989 -16.8222 -12.8569 -0.636
H -7.4858 -16.5401 -12.6117 0.311
H -6.0325 -16.4012 -12.2007 0.309
O -7.8187 -20.4679 -11.0502 -0.490
H -7.5902 -21.1048 -10.3650 0.275
H -7.1218 -20.5611 -11.7122 0.261
```

# 2
Formula: C19H56N4O7
Source: OMol25
Level of theory: wB97M-V/def2-TZVPD

Properties
- charge = 0
- HOMO-LUMO gap (eV) = 9.5
- HOMO (eV) = -9.115
- energy above the lowest of the compared OMol25 structures with the same formula, charge and spin (kcal per mole) = 88.3
- 2S+1 = 1
- DFT total energy (eV) = -40897.315
- E_LUMO (eV) = 0.4

XYZ file:
```
86
Properties=species:S:1:pos:R:3:mulliken_charge:R:1
C 3.6568 4.5275 2.6734 -0.757
O 3.9544 3.2544 2.1158 -0.449
C 2.9288 2.2708 2.4861 -0.248
C 3.2426 0.9439 1.9755 0.118
C 3.1223 0.9098 0.4295 -1.230
N 2.2018 0.0692 2.4749 -0.509
H 2.7828 4.5619 3.3237 0.276
H 3.5799 5.2529 1.8635 0.286
H 4.4387 5.0191 3.2522 0.280
H 2.6719 2.2242 3.5444 0.563
H 2.0766 2.6963 1.9562 -0.122
H 4.2774 0.8562 2.3067 0.482
H 2.2410 1.2958 -0.0829 0.107
H 3.4708 -0.0867 0.1583 0.350
H 3.9500 1.4319 -0.0506 0.544
H 1.4372 0.0577 1.8151 0.043
H 2.5791 -0.8677 2.4870 0.266
C 0.6362 -0.1466 -2.3837 -0.271
O 1.2036 -0.7885 -3.4941 -0.442
C 0.2051 -1.7507 -4.0873 -0.219
C 0.8589 -2.4616 -5.2638 0.293
C -0.1696 -3.2262 -6.1484 -1.355
N 1.8746 -3.3721 -4.9369 -0.769
H 0.5380 -0.8945 -1.5968 -0.049
H -0.3396 0.3122 -2.5427 0.423
H 1.2136 0.7341 -2.1023 0.221
H -0.1053 -2.3917 -3.2622 0.012
H -0.7109 -1.3291 -4.5010 0.311
H 1.3259 -1.6657 -5.8439 0.332
H 0.2177 -3.6762 -7.0625 0.389
H -0.9361 -2.5036 -6.4285 0.412
H -0.7333 -4.0856 -5.7854 0.182
H 1.4004 -4.0611 -4.3707 0.237
H 2.5087 -2.9029 -4.3061 0.368
C -0.4392 3.0621 -0.4511 -0.756
O -1.0531 2.5730 0.6934 -0.536
C -2.4640 2.9550 0.9303 -0.930
C -2.7277 4.5443 1.0869 0.527
C -1.8033 5.3120 2.1666 -1.335
N -4.1054 4.8641 1.1463 -0.669
H -0.1669 4.1026 -0.2742 0.350
H -1.1408 3.1410 -1.2816 0.371
H 0.3665 2.3968 -0.7612 -0.063
H -3.1303 2.5191 0.1860 0.528
H -2.7001 2.4183 1.8492 0.250
H -2.2752 4.9026 0.1623 0.242
H -1.8339 6.3790 1.9456 0.367
H -0.7802 4.9534 2.2793 0.176
H -2.0779 5.3726 3.2197 0.408
H -4.4934 4.2012 0.4904 0.252
H -4.3395 5.8059 0.8666 0.274
C -1.0225 -5.6417 -2.9512 -0.912
O 0.1531 -5.0374 -2.4031 -0.179
C -0.0125 -5.0165 -0.9678 -1.210
C 0.7278 -3.7153 -0.3582 1.588
C 2.2444 -3.8438 -0.8278 -1.280
N 0.6623 -3.7401 1.1091 -0.760
H -1.8036 -4.8935 -2.8165 0.410
H -1.1637 -6.6407 -2.5386 0.361
H -0.9217 -5.7855 -4.0269 0.174
H -1.0279 -5.1986 -0.6157 0.522
H 0.5395 -5.9140 -0.6885 0.277
H 0.2460 -2.8676 -0.8455 -0.400
H 2.9845 -4.3749 -0.2292 0.356
H 2.5269 -2.8047 -0.9966 0.202
H 2.4573 -4.2776 -1.8049 0.315
H 1.0991 -2.8818 1.4134 0.160
H -0.2897 -3.6714 1.4392 0.344
C -4.7550 -0.3760 1.0514 -0.428
O -6.0106 0.1805 1.2506 -0.512
H -4.5663 -1.3047 1.5900 0.365
H -4.6033 -0.3187 -0.0265 0.284
H -4.0602 0.4067 1.3560 0.012
H -6.1989 -0.0921 2.1516 0.305
C -1.0033 -0.6985 1.7534 0.041
O -0.2457 -0.0192 0.7978 0.196
H -0.8361 -0.2417 2.7288 0.200
H -2.0487 -0.6946 1.4448 -0.102
H -0.6277 -1.7218 1.7495 -0.175
H -0.4943 0.9079 0.7803 0.314
C 0.0910 1.9950 4.8908 -0.467
O 0.7364 0.7184 5.0321 -0.580
H 0.5224 2.7576 5.5392 0.359
H 0.0831 2.4021 3.8797 -0.017
H -0.9748 2.0981 5.0947 0.330
H 1.1571 0.5956 4.1779 0.380
```

# 3
Formula: C21H34BrN6OPtSSe
Source: OMol25
Level of theory: wB97M-V/def2-TZVPD

Properties
- charge = +3
- HOMO-LUMO gap (spin up / spin down) (eV) = 5.9 / 6.0
- HOMO (spin up / spin down) (eV) = -15.939 / -16.100
- energy above the lowest of the compared OMol25 structures with the same formula, charge and spin (kcal per mole) = 41.6
- 2S+1 = 1
- DFT total energy (eV) = -182763.877
- E_LUMO (spin up / spin down) (eV) = -10.0 / -10.1

XYZ file:
```
66
Properties=species:S:1:pos:R:3:mulliken_charge:R:1
Pt -0.3447 1.0717 0.6157 1.507
N -1.0624 -3.6346 1.5450 -0.573
C 0.3523 -4.0249 1.7811 0.278
C 1.0717 -4.1543 0.4341 -1.349
C 1.1116 -2.8182 -0.3046 -0.069
N -0.2915 -2.4977 -0.6967 0.370
C 1.7020 -1.7056 0.5571 -0.776
C 1.1864 -1.6133 1.9996 0.123
N -0.0834 -0.8767 2.0551 -0.455
C 1.0674 -2.9967 2.6565 -1.528
H -1.5665 -4.4510 1.2048 0.297
H -0.8500 -2.7536 0.1890 0.129
H -1.5021 -3.4074 2.4345 0.257
H 0.4064 -4.9904 2.2984 0.353
H 0.5726 -4.9050 -0.1794 0.416
H 2.0869 -4.5039 0.6119 0.510
H 1.7210 -2.9028 -1.2089 0.451
H -0.5897 -3.1203 -1.4506 0.479
H -0.4227 -1.5016 -1.0119 -0.123
H 1.5182 -0.7337 0.0805 0.058
H 2.7792 -1.8662 0.5992 0.515
H 1.9157 -1.0231 2.5651 0.441
H -0.2504 -0.5608 3.0091 0.350
H -0.8438 -1.5042 1.8035 -0.046
H 0.5595 -2.9058 3.6185 0.399
H 2.0681 -3.3754 2.8617 0.506
Br -2.0875 3.3577 1.1143 -0.078
C -3.2244 1.8369 1.0133 0.583
C -4.5970 1.9596 1.1059 -0.683
C -5.3519 0.8046 0.9602 -0.326
C -4.7024 -0.4013 0.7351 -0.981
C -3.3208 -0.4130 0.6800 0.100
N -2.5844 0.6879 0.8150 -0.238
H -5.0547 2.9195 1.2825 0.473
H -6.4262 0.8473 1.0230 0.464
H -5.2604 -1.3152 0.6139 0.465
H -2.7819 -1.3349 0.5186 0.327
C 1.7637 3.9391 3.9233 -0.876
N 1.5655 4.4658 2.6004 0.314
C 1.5030 3.7737 1.4564 -0.230
Se 1.7583 1.9317 1.2719 -0.234
N 1.3107 4.6238 0.4300 0.271
C 1.2447 5.9089 0.9145 0.479
C 1.0756 7.1356 0.2895 -0.918
C 1.0272 8.2455 1.1078 -0.551
C 1.1511 8.1437 2.5004 -0.700
C 1.3415 6.9305 3.1282 -0.609
C 1.3910 5.8034 2.3147 0.804
H 1.8259 2.8523 3.8825 0.219
H 0.9337 4.2338 4.5672 0.367
H 2.6922 4.3293 4.3440 0.382
H 1.2749 4.3654 -0.5458 0.204
H 0.9966 7.2204 -0.7812 0.434
H 0.8922 9.2201 0.6659 0.435
H 1.1029 9.0470 3.0887 0.429
H 1.4567 6.8715 4.1965 0.470
C -0.1969 0.1154 -4.1795 -1.053
S -1.4454 0.4013 -2.8886 0.389
C -1.3991 2.2182 -2.9545 -0.890
O -0.7115 0.0544 -1.5859 -0.940
H 0.7332 0.6069 -3.9172 0.340
H -0.5870 0.5018 -5.1149 0.453
H -0.0351 -0.9522 -4.2842 0.363
H -1.6830 2.5371 -3.9526 0.480
H -0.3942 2.5604 -2.7201 0.252
H -2.1133 2.6123 -2.2371 0.290
```

# 4
Formula: C2H3Cl3O
Source: OMol25
Level of theory: wB97M-V/def2-TZVPD

Properties
- charge = 0
- HOMO-LUMO gap (eV) = 10.9
- HOMO (eV) = -10.270
- energy above the lowest of the compared OMol25 structures with the same formula, charge and spin (kcal per mole) = 31.4
- 2S+1 = 1
- DFT total energy (eV) = -41736.104
- E_LUMO (eV) = 0.6

XYZ file:
```
9
Properties=species:S:1:pos:R:3:mulliken_charge:R:1
O -1.4537 -0.6699 0.8012 -0.417
C -0.6502 0.3785 0.3841 -0.124
Cl -1.5023 1.4394 -0.7284 -0.150
C 0.9598 -0.1513 -0.4427 -0.072
Cl 1.9308 -0.6627 1.0856 -0.178
Cl 1.6757 1.0597 -1.3666 -0.091
H -1.6483 -1.2297 0.0722 0.350
H -0.2629 0.9841 1.2653 0.380
H 0.9512 -1.1480 -1.0707 0.302
```

# 5
Formula: C5H14
Source: OMol25
Level of theory: wB97M-V/def2-TZVPD

Properties
- charge = 0
- HOMO-LUMO gap (eV) = 12.3
- HOMO (eV) = -11.137
- energy above the lowest of the compared OMol25 structures with the same formula, charge and spin (kcal per mole) = 19.2
- 2S+1 = 1
- DFT total energy (eV) = -5411.218
- E_LUMO (eV) = 1.1

XYZ file:
```
19
Properties=species:S:1:pos:R:3:mulliken_charge:R:1
C -0.6540 -0.2618 -1.4890 -0.934
C 0.3386 -1.3946 -1.7947 -0.219
C 0.4759 -2.5227 -0.7910 -1.014
H -0.1950 0.4822 -0.8266 0.078
H -1.6823 -0.5164 -1.1069 0.303
H -0.7357 0.2805 -2.4197 0.363
H 0.1878 -1.6790 -2.7869 0.409
H 1.3210 -0.8350 -1.7543 0.172
H 0.0220 -2.1763 0.1817 0.241
H -0.0457 -3.4888 -1.0093 0.292
H 1.4945 -2.7829 -0.5501 0.299
C -0.0200 1.1992 2.1334 -0.857
C -0.0485 2.4700 1.4227 -0.947
H -0.9833 0.6796 2.1065 0.256
H 0.6831 0.5099 1.7683 0.292
H 0.0486 1.3503 3.2045 0.345
H 0.9368 2.7786 1.1851 0.264
H -0.5253 3.2672 2.0098 0.339
H -0.6185 2.6398 0.5166 0.319
```

# 6
Formula: C8H23BrMnNO4
Source: OMol25
Level of theory: wB97M-V/def2-TZVPD

Properties
- charge = +1
- HOMO-LUMO gap (spin up / spin down) (eV) = 7.2 / 7.0
- HOMO (spin up / spin down) (eV) = -12.240 / -12.240
- energy above the lowest of the compared OMol25 structures with the same formula, charge and spin (kcal per mole) = 13.7
- 2S+1 = 6
- DFT total energy (eV) = -119704.918
- E_LUMO (spin up / spin down) (eV) = -5.0 / -5.2

XYZ file:
```
38
Properties=species:S:1:pos:R:3:mulliken_charge:R:1
Mn 25.7081 -5.8911 15.9922 0.655
Br 26.8962 -8.0616 15.7854 -0.322
C 28.4784 -4.8497 10.9525 -0.710
O 28.8983 -4.8609 12.3137 -0.317
C 27.8529 -5.0304 13.2027 -0.473
C 28.4522 -4.9621 14.6076 -0.718
N 27.4093 -4.5814 15.5929 -0.009
C 28.0032 -4.4926 16.9690 -0.580
C 26.9230 -4.2110 17.9883 -0.459
O 25.9801 -5.3085 17.9730 -0.174
C 25.0618 -5.3528 19.0898 -0.759
H 29.3652 -4.7066 10.3431 0.269
H 27.7753 -4.0310 10.7652 0.314
H 28.0032 -5.7947 10.6689 0.269
H 27.3570 -6.0027 13.0459 0.276
H 27.0758 -4.2495 13.0690 0.286
H 29.2677 -4.2398 14.6080 0.347
H 28.8104 -5.9583 14.8604 0.426
H 27.1411 -3.6249 15.3534 0.215
H 28.7225 -3.6692 17.0108 0.460
H 28.5282 -5.4209 17.1904 0.370
H 26.4091 -3.2748 17.7254 0.350
H 27.3510 -4.0784 18.9808 0.425
H 24.2324 -4.6654 18.9272 0.325
H 25.5979 -5.0857 19.9982 0.289
H 24.7109 -6.3760 19.1851 0.275
C 28.0321 -9.3260 11.8600 -0.423
O 28.5908 -9.7513 13.0846 -0.455
H 26.9385 -9.3544 11.8765 0.239
H 28.3552 -8.3122 11.5820 0.123
H 28.3925 -9.9951 11.0807 0.278
H 28.1591 -9.2674 13.7939 0.213
C 29.1634 -10.3972 18.7680 -0.529
O 29.1753 -9.0543 18.2929 -0.426
H 29.5646 -10.3836 19.7764 0.217
H 28.1529 -10.8211 18.7905 0.237
H 29.7826 -11.0636 18.1598 0.263
H 28.8289 -9.0347 17.3962 0.234
```